No. 1
DFT (the ωB97M-V functional and the def2-TZVPD basis) results for one molecule with the formula C6H7N in a non-equilibrium geometry.

Output
SMILES = N#CC1CC=CC1
Net charge = 0

XYZ file:
```
14
Properties=species:S:1:pos:R:3:forces:R:3
N -0.46874 2.47200 -1.54310 0.0154 -0.7446 1.0498
C -0.40207 1.76976 -0.62370 0.3066 0.5247 -0.5754
C -0.28656 0.82750 0.51411 0.7005 -0.1607 0.1955
C 1.24844 0.18392 0.48694 -0.6654 0.3735 -0.1681
C 0.97926 -1.10407 -0.23385 -0.2739 -0.0126 -0.2566
C -0.30526 -1.28357 -0.52926 0.0994 -0.3021 -0.0193
C -1.23286 -0.36131 0.21104 0.1620 -0.0133 0.0101
H -0.54703 1.37778 1.42426 0.1858 -0.2200 -0.0997
H 1.78476 0.91738 -0.11440 0.2727 -0.3247 -0.3385
H 1.95475 0.01047 1.33362 -1.3646 0.4631 0.2846
H 1.72987 -1.86498 -0.43129 0.1348 0.4681 -0.3752
H -0.66180 -2.00674 -1.24675 -0.1015 -0.4651 0.3493
H -2.15140 -0.13524 -0.34773 0.4018 0.3826 0.1288
H -1.56005 -0.83393 1.14877 0.1265 0.0312 -0.1852
```
Forces are in eV/Å.

***

No. 2
DFT (the ωB97M-V functional and the def2-TZVPD basis) results for one molecule with the formula C6H7N in a non-equilibrium geometry.

Output
SMILES = c1[nH]cc2c1CC2
Net charge = 0

XYZ file:
```
14
Properties=species:S:1:pos:R:3:forces:R:3
C -0.84571 -0.42232 1.68059 0.3267 -0.8616 -0.5013
C 0.10784 -1.58429 1.05211 -0.9439 0.0792 0.1376
C 0.36030 -0.63139 -0.10969 -0.8378 -0.1825 -1.2406
C 0.85495 -0.23299 -1.33730 0.1260 0.9737 0.4092
C -0.37574 1.46685 -0.35021 -0.2560 0.8513 -1.9548
C -0.48506 0.37093 0.42816 1.0699 -0.2624 0.2854
H -1.95033 -0.63569 1.81739 1.4823 0.1004 0.0591
H -0.30011 -0.12766 2.57777 -0.7603 0.5031 0.2111
H 0.98891 -1.75666 1.63098 0.6664 0.1621 0.6586
H -0.33018 -2.58739 0.97722 -0.1987 0.3672 -0.7271
H 1.63526 -0.69772 -1.98965 -1.1481 0.7336 0.4559
H 0.53187 1.65986 -2.31166 0.1193 0.8434 -0.6782
H -0.77124 2.46633 -0.33137 -0.2666 0.0491 0.2214
N 0.35663 1.12546 -1.50752 0.6207 -3.3566 2.6636
```
Forces are in eV/Å.

***

Relative energy (zero: lowest compared OMol25 entry of this formula, charge and spin) for every record listed, in sequence, given in kJ/mol: 146.3; 237.2.
HOMO level for every record listed, in sequence, given in eV: -9.51; -8.15.